{
  "formula": "C18H18N3NiS4Sb2",
  "method": "wB97M-V/def2-TZVPD",
  "max_force_ev_per_a": 0.7,
  "e_homo_ev": [-3.3232, -3.3355],
  "total_charge": -1,
  "e_tot_ev": -120890.2849,
  "orbital_gap_ev": [5.35, 5.36],
  "symbols": ["Ni", "C", "C", "C", "C", "C", "C", "N", "Sb", "C", "C", "C", "C", "C", "C", "N", "C", "C", "C", "C", "C", "C", "N", "H", "H", "H", "H", "H", "H", "H", "H", "H", "H", "H", "H", "H", "H", "H", "H", "H", "H", "S", "Sb", "S", "S", "S"],
  "positions_angstrom": [[0.3689, -0.1959, -0.1863], [-1.3272, -3.1724, -1.3227], [-2.1617, -1.9379, -1.2323], [-3.4981, -1.9837, -0.8438], [-4.2094, -0.8058, -0.7077], [-3.5816, 0.3942, -1.0056], [-2.2540, 0.3572, -1.4005], [-1.5545, -0.7722, -1.4965], [-1.2280, 2.1949, -1.8284], [0.5888, 1.2618, -2.5798], [1.0588, 1.7098, -3.8031], [2.2082, 1.1520, -4.3435], [2.8533, 0.1585, -3.6369], [2.3397, -0.2600, -2.4087], [3.0221, -1.3335, -1.6256], [1.2266, 0.2888, -1.9029], [-0.5263, 2.4923, 0.1616], [-1.2365, 3.2669, 1.0536], [-0.7344, 3.4035, 2.3426], [0.4801, 2.8228, 2.6486], [1.1321, 2.0443, 1.6954], [2.4145, 1.3434, 2.0053], [0.6134, 1.8612, 0.4725], [-1.9457, -4.0690, -1.3322], [-0.6478, -3.2046, -0.4644], [-0.7132, -3.1460, -2.2234], [-3.9544, -2.9392, -0.6212], [-5.2385, -0.8179, -0.3712], [-4.1088, 1.3361, -0.9156], [0.5265, 2.4934, -4.3273], [2.5899, 1.4920, -5.2981], [3.7548, -0.3035, -4.0154], [3.9501, -1.6355, -2.1095], [2.3644, -2.1985, -1.5223], [3.2283, -0.9887, -0.6115], [-2.1676, 3.7398, 0.7647], [-1.2878, 3.9360, 3.1030], [0.8906, 2.8792, 3.6474], [3.0235, 1.9418, 2.6815], [2.9627, 1.1380, 1.0848], [2.2002, 0.4005, 2.5125], [-2.4162, 0.9139, 4.5926], [-0.7105, -0.6040, 4.7672], [-0.5828, -1.0048, 1.6576], [1.0775, -1.9980, 0.9791], [1.2224, 0.3872, 5.4783]]
}